Formula: C4H14NO3
Source: OMol25
Level of theory: ωB97M-V/def2-TZVPD

total charge	0
2S+1	2
energy above the lowest of the compared OMol25 structures with the same formula, charge and spin	53.1	kcal per mole
molecular weight	124.16	g/mol
F_max	2.84	eV/Å

Each atom is followed by the atoms it is bonded to, with distances in Å.
CARTESIAN COORDINATES (ANGSTROEM)
1 C -1.909 0.256 -1.846  N2 1.457, H7 1.102, H8 1.089, H9 1.107
2 N -0.604 -0.353 -1.627  C1 1.457, C3 1.486, C4 1.467
3 C -0.187 -1.125 -2.827  N2 1.486, H10 1.091, H11 1.101, H12 1.089
4 C -0.429 -1.172 -0.423  N2 1.467, C5 1.558, H13 1.103, H14 1.100
5 C -0.188 -0.237 0.800  C4 1.558, O6 1.339, H15 1.117, H16 1.113
6 O 0.334 -0.881 1.852  C5 1.339
7 H -2.397 0.559 -0.905  C1 1.102
8 H -2.699 -0.280 -2.371  C1 1.089
9 H -1.633 1.225 -2.305  C1 1.107
10 H 0.903 -1.151 -2.792  C3 1.091
11 H -0.283 -0.374 -3.626  C3 1.101
12 H -0.743 -2.052 -2.963  C3 1.089
13 H -1.365 -1.755 -0.381  C4 1.103
14 H 0.515 -1.714 -0.580  C4 1.100
15 H -1.214 0.056 1.131  C5 1.117
16 H 0.402 0.678 0.570  C5 1.113
17 H 0.996 2.452 4.359  O19 0.961
18 H 1.973 1.793 3.505  O19 1.000
19 O 1.830 2.681 3.941  H17 0.961, H18 1.000
20 H 1.542 0.016 2.294  O22 1.009
21 H 2.798 0.810 1.687  O22 0.961
22 O 2.359 0.568 2.507  H20 1.009, H21 0.961